# 1
11
Properties=species:S:1:pos:R:3:forces:R:3:lowdin_charge:R:1 method="wB97M-V/def2-TZVPD" lumo_energy_ev=0.22 homo_ev=-10.08
C -1.513098 0.789498 -0.861920 -3.706 -0.945 -0.403 -0.07
C -0.224243 0.650749 -1.006343 3.811 -0.688 -0.116 -0.20
C 0.138885 -0.873761 1.159216 -2.106 -2.415 -1.189 -0.38
H -2.247409 0.690593 -2.159048 2.076 0.874 4.705 0.20
H -1.931570 0.667348 0.440244 0.746 0.204 -4.865 0.18
H 0.617284 0.862471 -1.971411 -3.001 -0.994 3.186 0.19
N 0.520461 0.112836 0.252437 -3.287 0.687 -3.178 -0.07
N 1.804248 0.201821 0.120633 3.112 0.575 2.167 0.03
N 2.366064 -0.430657 1.071714 0.196 0.596 -2.426 0.04
O 1.422899 -1.144201 1.688993 -2.758 -1.058 1.788 0.03
O -0.953520 -1.526697 1.265483 4.918 3.164 0.332 0.04



# 2
91
Properties=species:S:1:pos:R:3:forces:R:3:lowdin_spin:R:1 method="wB97M-V/def2-TZVPD" lumo_energy_ev="-7.92 / -7.86" homo_ev="-13.38 / -13.44" total_charge=+2 multiplicity=4
Tc 1.826400 -18.033021 2.226488 -1.410 1.502 1.406 2.09
C 2.778993 -16.660430 5.800062 -0.230 0.688 0.004 0.00
C 3.526086 -15.714634 4.802636 -0.082 0.161 0.508 0.00
C 4.476327 -16.392711 3.813100 0.871 -0.161 -0.153 0.02
C 2.608133 -14.682722 4.155662 -0.546 -0.150 -0.788 0.00
C 2.987677 -13.328798 4.214494 -0.348 -0.598 0.458 0.00
C 2.166689 -12.313995 3.743566 -0.260 -0.105 -0.750 0.00
C 1.013659 -12.697594 3.059100 0.090 -0.203 0.225 0.00
C 0.606769 -14.023486 2.861028 0.615 0.051 -0.759 0.00
C -0.525376 -14.277226 1.821901 0.801 0.038 0.411 0.00
C -1.826853 -13.605273 2.221773 -0.517 0.516 0.086 0.00
C -0.123797 -13.804291 0.405665 0.060 -0.067 0.154 0.00
C 1.425647 -15.036413 3.431480 0.592 1.263 0.382 0.00
N 1.020520 -16.388692 3.290825 -0.726 -1.959 -0.713 0.02
C -0.280534 -16.677971 3.610338 -0.146 0.177 -0.170 -0.02
C -0.906305 -17.753975 3.025445 -0.131 0.228 0.080 0.05
C -2.183300 -18.370329 3.282741 1.562 -0.238 -0.644 0.02
C -2.208552 -19.496961 2.504067 -0.363 -0.141 0.319 0.03
C -1.009917 -19.522392 1.738384 0.012 0.001 -0.570 0.04
N -0.205171 -18.473593 2.005950 -1.435 -0.113 1.673 0.07
C -0.752640 -20.523889 0.665140 0.128 0.184 0.313 0.00
C -0.361282 -21.837877 1.382416 0.259 -0.443 0.056 0.00
C 0.366398 -20.088917 -0.274293 0.282 -0.094 -0.272 0.01
C -2.076980 -20.681977 -0.131754 0.963 -0.406 -0.334 0.00
H 3.434987 -17.357437 6.346622 -0.004 0.267 -0.428 0.00
H 2.011835 -17.220142 5.240774 0.295 -0.034 0.463 0.00
H 2.250266 -16.053449 6.582484 0.392 -0.477 -0.740 0.00
H 4.226239 -15.105048 5.373388 -0.221 0.042 0.386 0.00
H 4.717748 -15.725743 2.952979 -0.203 -0.520 0.570 0.00
H 4.201940 -17.390816 3.451530 -0.425 0.152 -0.136 0.01
H 5.422008 -16.596466 4.349961 -0.258 0.118 -0.318 0.00
H 3.925833 -13.109938 4.699018 0.098 0.168 0.139 0.00
H 2.411974 -11.231793 3.774033 0.017 -1.016 0.206 0.00
H 0.447846 -11.914203 2.603219 -0.462 0.310 -0.204 0.00
H -0.724957 -15.352826 1.742146 0.141 0.168 0.075 0.00
H -1.775852 -12.492860 2.086716 -0.068 -0.955 0.207 0.00
H -2.100540 -13.825577 3.271225 0.057 0.172 -0.483 0.00
H -2.619340 -13.991144 1.558537 0.134 0.312 0.327 0.00
H 0.012122 -12.701962 0.379307 0.172 -0.728 -0.024 0.00
H -0.973799 -14.036465 -0.246506 0.241 0.058 -0.081 0.00
H 0.772859 -14.342743 0.021956 -0.497 0.551 0.256 0.00
H -0.857946 -16.020604 4.297495 0.725 -0.393 -0.423 0.00
H -2.940621 -18.037938 3.948558 -0.360 0.317 0.469 0.00
H -3.007302 -20.251322 2.485960 0.528 0.573 -0.165 0.00
H 0.506309 -21.721561 2.068751 -0.501 0.192 -0.393 0.00
H -0.047664 -22.591492 0.644719 -0.258 0.173 0.131 0.00
H -1.201704 -22.243470 1.965162 0.220 0.103 -0.199 0.00
H 1.363724 -19.999469 0.189928 -0.390 -0.339 0.027 0.00
H 0.176789 -19.129696 -0.762395 -0.249 -0.051 0.022 0.00
H 0.418814 -20.857469 -1.050299 0.272 0.183 -0.028 0.00
H -2.846636 -21.078678 0.503873 -0.438 -0.115 0.187 0.00
H -1.887506 -21.427728 -0.913700 -0.181 0.231 0.007 0.00
H -2.413344 -19.743988 -0.588857 0.153 -0.194 0.126 0.00
O 4.330904 -18.120951 -1.246948 -2.043 1.309 1.025 0.33
S 3.348868 -17.197076 -0.610763 1.644 -1.784 0.049 0.22
N 2.740131 -17.727257 0.778523 1.237 0.880 -1.777 -0.04
S 2.929832 -19.963500 2.879090 -0.220 -0.273 0.768 0.12
Sb 2.777988 -20.725498 5.212293 1.441 -0.827 1.384 0.02
C 4.751563 -20.246095 5.760735 -0.282 1.030 0.457 0.00
C 5.791245 -20.400972 4.861667 0.747 -0.197 -0.902 0.00
C 7.076809 -19.941347 5.178227 -0.369 0.042 -0.348 0.00
C 7.281871 -19.256387 6.373954 1.784 0.015 -0.323 0.00
C 6.273223 -19.154883 7.304311 -0.992 0.055 0.985 0.00
C 4.991886 -19.613534 6.984403 -0.281 -0.052 0.404 0.00
C 1.489792 -20.241875 6.913996 -1.057 0.470 -0.450 0.00
C 1.731174 -20.514976 8.273691 1.605 -0.358 -0.563 0.00
C 0.900628 -19.994118 9.267332 -0.044 -0.753 -0.172 0.00
C -0.235795 -19.275760 8.903136 -0.231 1.028 0.556 0.00
C -0.509438 -19.049498 7.568402 0.053 -0.468 -0.983 0.00
C 0.317310 -19.564775 6.563576 0.403 -0.144 0.307 0.00
C 2.988173 -22.825832 5.110586 -1.591 0.080 -0.149 0.00
C 1.794655 -23.500728 4.882644 -0.824 -0.795 -0.583 0.00
C 1.781059 -24.832091 4.464371 -0.036 -0.111 -0.205 0.00
C 2.980710 -25.533724 4.333126 -0.211 0.123 0.099 0.00
C 4.165522 -24.885325 4.670567 0.198 -0.149 0.702 0.00
C 4.157070 -23.544940 5.103105 1.022 -0.457 -0.485 0.00
H 5.628962 -20.841449 3.867200 0.051 0.076 0.523 0.00
H 7.907465 -20.086617 4.469223 -0.565 0.149 0.403 0.00
H 8.305303 -18.831373 6.536483 -1.135 -0.469 0.161 0.00
H 6.400175 -18.758242 8.327970 0.235 0.034 -0.882 0.00
H 4.175089 -19.461644 7.713859 0.561 -0.126 -0.462 0.00
H 2.638529 -21.106655 8.527979 -0.838 0.488 0.071 0.00
H 1.118300 -20.256213 10.306766 -0.097 0.302 -0.370 0.00
H -0.900325 -18.773586 9.639703 0.641 -0.760 -0.385 0.00
H -1.391457 -18.513117 7.252119 -0.132 0.084 0.185 0.00
H 0.069153 -19.501709 5.508883 -0.246 0.452 0.072 0.00
H 0.821104 -23.047049 5.034423 0.056 0.344 -0.186 0.00
H 0.840325 -25.318766 4.174919 0.374 0.267 0.432 0.00
H 2.962277 -26.593182 4.036716 0.156 0.666 0.046 0.00
H 5.089519 -25.476166 4.687547 -0.291 0.501 -0.034 0.00
H 5.060499 -23.066322 5.450770 0.305 -0.072 -0.272 0.00



# 3
12
Properties=species:S:1:pos:R:3:forces:R:3:lowdin_charge:R:1 method="wB97M-V/def2-TZVPD" lumo_energy_ev=1.08 homo_ev=-8.70 smiles=N1[C@H]2[C@@H]1[C@H]1N[C@@H]21
N -1.155659 0.856163 -0.193160 0.167 -0.873 -1.340 0.06
C 0.287519 0.975615 -0.101388 0.596 0.132 0.106 -0.24
C -0.201891 -0.066356 -0.991343 -0.666 0.262 -0.185 -0.16
C 0.215711 -1.192960 -0.014267 0.137 -0.079 -0.009 -0.21
N -0.307970 -0.947175 1.311554 -0.149 -0.022 0.250 0.05
C 0.795823 -0.139701 0.867585 0.453 -0.080 0.271 -0.20
H -1.637501 1.546158 -0.759576 0.494 0.063 -0.147 0.10
H 0.824512 1.874820 -0.363205 -0.040 0.023 0.038 0.13
H 0.049534 -0.167806 -2.050761 -0.961 0.486 0.211 0.14
H 0.510065 -2.205512 -0.289124 0.090 0.432 0.052 0.13
H -1.153635 -0.376830 1.186414 0.030 -0.296 0.415 0.08
H 1.762433 -0.110207 1.348107 -0.152 -0.048 0.337 0.12